1.
3
Properties=species:S:1:pos:R:3 method="wB97M-V/def2-TZVPD" gap_ha=0.2818 energy_ev=-12299.1159 charge=+1 max_force_ha_per_bohr=0.02845
Li 1.561 0.400 1.217
Ag -1.946 0.703 -0.547
I 0.385 -1.103 -0.671

---

2.
85
Properties=species:S:1:pos:R:3 method="wB97M-V/def2-TZVPD" gap_ha="0.1299 / 0.1461" energy_ev=-180416.6159 charge=+3 max_force_ha_per_bohr=0.06519
Ga -0.988 -0.604 -1.350
P -1.093 -2.585 -0.080
P 2.110 -1.332 1.122
P 1.817 -1.925 -2.108
H -2.822 1.886 -4.975
C -2.814 0.841 -5.268
C -2.641 -0.051 -4.293
H -2.564 0.243 -3.262
C -2.483 -2.086 1.005
C -0.243 -3.881 0.893
C -1.892 -3.574 -1.410
C 3.349 0.006 1.362
C 1.291 -1.200 2.784
C 3.227 -2.805 1.397
C 1.396 -1.720 -3.883
C 2.072 -3.742 -1.988
C 3.574 -1.376 -2.166
H -3.085 0.623 -6.309
H -2.626 -1.148 -4.516
H -2.943 -1.156 0.650
H -2.134 -1.912 2.031
H -3.259 -2.857 1.046
H 0.160 -3.548 1.863
H 0.559 -4.381 0.336
H -1.032 -4.632 1.067
H -2.530 -2.954 -2.065
H -2.511 -4.285 -0.837
H -1.137 -4.109 -2.013
H 4.170 -0.295 2.031
H 2.809 0.861 1.786
H 3.773 0.337 0.410
H 1.777 -1.746 3.614
H 0.260 -1.558 2.669
H 1.210 -0.137 3.046
H 3.732 -2.702 2.374
H 3.976 -2.864 0.581
H 2.648 -3.748 1.390
H 2.104 -2.277 -4.502
H 1.389 -0.673 -4.212
H 0.398 -2.108 -4.088
H 2.612 -4.080 -2.877
H 1.109 -4.268 -1.943
H 2.663 -4.011 -1.099
H 4.079 -1.810 -3.040
H 4.124 -1.670 -1.266
H 3.600 -0.279 -2.228
C 1.322 2.275 -3.081
C 0.007 2.621 -3.543
C -0.145 2.935 -4.893
C 0.989 3.038 -5.710
C 2.283 2.805 -5.230
C 2.443 2.413 -3.928
Se 1.408 1.334 -1.479
H -0.352 0.476 -2.575
H -0.854 2.512 -2.873
H -1.185 3.052 -5.272
H 0.866 3.284 -6.758
H 3.129 2.924 -5.899
H 3.428 2.123 -3.534
C -1.267 3.504 4.722
N -0.834 3.081 3.399
N -1.244 1.910 2.871
C -0.639 1.689 1.651
O -0.910 0.727 0.922
C 0.276 2.784 1.531
C 0.213 3.541 2.681
C 0.922 4.769 3.068
C -2.275 1.150 3.465
C -3.557 1.692 3.463
C -4.532 1.008 4.183
C -4.193 -0.192 4.837
C -2.884 -0.706 4.823
C -1.895 -0.024 4.135
H -0.975 2.752 5.473
H -2.361 3.637 4.769
H -0.779 4.460 4.954
H 0.843 3.005 0.644
H 0.169 5.536 3.316
H 1.542 4.683 3.982
H 1.528 5.136 2.230
H -3.746 2.598 2.884
H -5.535 1.422 4.207
H -4.942 -0.700 5.436
H -2.611 -1.637 5.353
H -0.844 -0.327 4.100

---

3.
19
Properties=species:S:1:pos:R:3 method="wB97M-V/def2-TZVPD" gap_ha=0.3880 energy_ev=-17349.7584 charge=+2 max_force_ha_per_bohr=0.04057
C -1.212 0.757 0.103
C 2.051 -1.915 0.272
C -0.337 0.825 1.359
N -2.427 1.013 0.261
N 1.848 -0.731 -0.405
N -3.377 0.999 -0.783
N 2.786 -0.207 -1.006
F -0.174 -0.423 1.827
F 0.885 1.259 1.020
F -0.829 1.588 2.295
H -0.701 0.487 -0.824
H 1.297 -2.639 -0.068
H 3.062 -2.333 0.207
H 1.751 -1.758 1.319
H 2.650 0.684 -1.491
H -3.911 1.891 -0.711
H -3.021 0.877 -1.756
H 3.733 -0.622 -1.034
H -4.073 0.249 -0.584

---

4.
17
Properties=species:S:1:pos:R:3 method="wB97M-V/def2-TZVPD" gap_ha=0.3353 energy_ev=-41339.7938 max_force_ha_per_bohr=0.05446 smiles="CSC(=C=O)SC.N=C=S"
C -0.176 -0.407 -0.496
C -0.934 -1.190 0.193
C -0.548 -0.145 3.200
C 2.449 0.010 -0.133
C -1.091 0.874 -2.532
N -1.713 0.079 3.172
O -1.536 -1.936 0.853
S 1.000 -0.194 3.209
S 1.385 -0.987 -1.285
S -0.968 1.181 -0.703
H 2.630 -0.446 0.897
H 2.037 1.073 -0.023
H 3.392 0.153 -0.678
H -1.909 0.119 -2.598
H -0.138 0.484 -2.970
H -1.475 1.820 -2.898
H -2.404 -0.488 2.791

---

5.
11
Properties=species:S:1:pos:R:3 method="wB97M-V/def2-TZVPD" gap_ha="0.1550 / 0.1539" energy_ev=-19033.7261 max_force_ha_per_bohr=0.10025
C 1.586 -0.886 0.563
C -0.522 -0.002 -0.372
C 0.397 -0.236 0.715
N 2.589 -1.377 0.361
N -0.112 -0.616 -1.622
O -1.585 0.635 -0.354
S -0.878 2.912 1.521
H -0.030 0.204 1.711
H 0.641 -1.238 -1.627
H -0.891 -0.996 -2.187
H -1.195 1.599 1.292

---

6.
9
Properties=species:S:1:pos:R:3 method="wB97M-V/def2-TZVPD" gap_ha="0.1278 / 0.2492" energy_ev=-19455.6452 charge=-1 multiplicity=3 max_force_ha_per_bohr=0.07778
C 0.774 2.114 -0.886
C 0.023 0.208 -2.196
N 1.197 3.199 -1.031
N -0.212 0.290 0.294
N 0.228 0.945 -0.966
O -0.539 -0.873 -1.967
S 0.413 0.944 -3.583
H 0.091 -0.644 0.126
H -1.276 0.159 0.057